<w>
This record from OMol25 describes one molecule with the formula C5H8N2O. The level of theory is the ωB97M-V functional and the def2-TZVPD basis.

Positions of all 16 atoms, in Å:
C 2.21 -0.59 0.41
O 1.23 -0.14 -0.66
N 0.00 -0.28 -0.42
C -0.71 -1.37 -0.24
C -2.00 -0.97 0.05
C -1.89 0.56 0.21
C -0.69 0.97 -0.21
N 0.29 1.99 0.05
H 2.04 -1.68 0.78
H 3.12 -0.38 -0.23
H 2.08 0.14 1.37
H -0.17 -2.42 -0.32
H -3.02 -1.67 0.07
H -2.77 1.24 0.06
H 0.86 1.96 -0.90
H -0.57 2.63 -0.01

As for the charge: 0. The gap between HOMO and LUMO is 8.6 eV. As for the SMILES: COn1cccc1N. As for the HOMO energy: -7.709 eV.

<x>
This record from OMol25 describes C5H8N2O as an isolated structure. The level of theory is the ωB97M-V functional and the def2-TZVPD basis.

Positions of all 16 atoms, in Å:
C -1.49 -0.75 0.64
C -1.50 -0.39 -0.88
C -0.34 0.71 -0.61
C 1.83 0.71 -0.35
C -0.10 -0.15 0.60
H -1.82 -1.79 1.13
H -2.16 -0.09 1.22
H -0.77 -1.10 -1.38
H -2.32 -0.12 -1.68
H -0.93 1.82 -0.59
H 2.91 0.44 -0.83
H 2.59 -0.06 1.24
H 0.81 -0.78 -0.08
N 0.88 0.66 -1.24
N 1.84 0.62 1.05
O 0.55 0.28 1.76

As for the charge: 0. The gap between HOMO and LUMO is 10.0 eV. As for the HOMO energy: -9.133 eV.

Quick one: least stable of them? <x>

<w>
This record from OMol25 describes an isolated ion of composition C7H8N and charge +1. The level of theory is the ωB97M-V functional and the def2-TZVPD basis.

Positions of all 16 atoms, in Å:
C -0.06 1.59 -0.50
C 0.90 2.22 -1.21
C 0.49 0.76 0.63
C 2.19 1.72 -0.70
C -0.30 -0.41 0.59
C 1.98 0.81 0.24
C -0.47 -1.71 0.60
N -1.84 -2.33 0.43
H -1.10 1.52 -0.71
H 1.04 2.97 -1.98
H 0.41 1.07 1.69
H 3.15 1.99 -0.99
H 0.38 -2.43 0.80
H -1.83 -3.17 -0.19
H -2.64 -1.84 0.04
H -2.32 -2.76 1.26

As for the charge: +1. The gap between HOMO and LUMO (alpha / beta) is 8.1 / 7.3 eV. As for the HOMO energy (alpha / beta): -12.155 / -12.454 eV.

<x>
This record from OMol25 describes C7H8N as an isolated structure. The level of theory is the ωB97M-V functional and the def2-TZVPD basis.

Positions of all 16 atoms, in Å:
C -1.64 -1.02 0.73
C -0.52 -0.43 0.77
C 2.15 -1.30 -0.81
C -2.55 -1.85 1.08
C 0.79 -0.78 -0.74
C 0.60 0.24 0.39
C 0.53 1.64 -0.23
N 1.29 -2.18 -0.62
H 3.14 -0.78 -0.92
H -2.42 -2.53 1.93
H -3.61 -1.76 0.65
H 0.11 -0.67 -1.66
H 1.32 0.02 1.08
H 1.33 1.96 -0.77
H 0.41 2.51 0.45
H -0.27 1.69 -0.93

As for the charge: +1. The gap between HOMO and LUMO (alpha / beta) is 8.3 / 8.3 eV. As for the HOMO energy (alpha / beta): -14.434 / -14.434 eV.

Quick one: least stable of them? <w>

<w>
This record from OMol25 describes one molecule with the formula C8H12N2O. The level of theory is the ωB97M-V functional and the def2-TZVPD basis.

Positions of all 23 atoms, in Å:
C 1.77 -0.79 -0.19
C -1.90 0.13 -1.17
C 0.47 -0.87 -0.08
C 2.66 0.22 0.49
C 1.78 1.26 1.35
C 0.71 1.94 0.42
C -0.40 1.01 0.30
C -2.85 -2.13 -0.81
N -0.57 -1.63 -0.19
N -1.71 -1.16 -0.66
O -1.15 1.17 -0.83
H 2.32 -1.49 -0.71
H -2.74 0.33 -1.82
H 3.31 -0.32 1.16
H 3.20 0.90 -0.25
H 1.31 0.64 2.03
H 2.44 1.90 1.97
H 0.26 2.79 0.89
H 1.27 1.99 -0.55
H -0.96 0.82 1.12
H -3.41 -1.83 -1.67
H -3.49 -1.80 -0.05
H -2.33 -3.08 -0.75

As for the charge: 0. The gap between HOMO and LUMO is 7.7 eV. As for the HOMO energy: -6.832 eV.

<x>
This record from OMol25 describes one molecule with the formula C8H12N2O. The level of theory is the ωB97M-V functional and the def2-TZVPD basis.

Positions of all 23 atoms, in Å:
C -1.75 -1.89 -0.73
C -1.80 -0.47 -0.27
C -2.84 0.14 0.43
C -2.43 1.40 0.72
N -1.22 1.65 0.24
N -0.85 0.53 -0.38
C 0.77 0.41 -0.98
O 1.09 1.69 -1.28
C 1.58 -0.30 0.07
C 3.14 -0.20 0.16
C 2.26 0.33 1.27
H -2.04 -1.91 -1.84
H -0.68 -2.21 -0.49
H -2.49 -2.44 -0.12
H -3.80 -0.37 0.84
H -2.90 2.13 1.41
H 0.49 -0.20 -1.85
H 0.59 2.52 -0.84
H 1.28 -1.33 0.19
H 3.54 0.59 -0.31
H 3.71 -1.15 0.16
H 2.17 -0.28 2.13
H 2.17 1.36 1.48

As for the charge: 0. The gap between HOMO and LUMO is 9.6 eV. As for the SMILES: Cc1ccnn1[C@@H](O)C1CC1. As for the HOMO energy: -8.670 eV.

<y>
This record from OMol25 describes one molecule with the formula C8H12N2O. The level of theory is the ωB97M-V functional and the def2-TZVPD basis.

Positions of all 23 atoms, in Å:
C -2.15 -0.98 1.03
C -3.19 -0.15 0.72
C -1.10 -0.65 0.15
C -0.83 1.21 -1.51
C 0.31 -1.07 0.05
C 1.38 0.17 0.18
C 2.61 -0.19 -0.58
C 1.31 1.17 1.25
N -2.80 0.73 -0.29
N -1.56 0.43 -0.60
O 0.60 -1.76 -1.19
H -2.08 -1.70 1.73
H -4.18 0.06 1.22
H -1.04 2.24 -1.44
H -0.43 0.95 -2.50
H 0.64 -1.70 0.77
H 2.80 0.35 -1.52
H 2.54 -1.26 -0.79
H 3.40 0.00 0.13
H 1.91 0.97 2.19
H 0.36 1.29 1.62
H 1.69 2.15 0.76
H -0.22 -2.27 -1.36

As for the charge: 0. The gap between HOMO and LUMO (alpha / beta) is 7.1 / 9.0 eV. As for the HOMO energy (alpha / beta): -7.391 / -8.323 eV.

Quick one: least stable of them? <w>

<w>
This record from OMol25 describes C8H12N2O as an isolated structure. The level of theory is the ωB97M-V functional and the def2-TZVPD basis.

Positions of all 23 atoms, in Å:
C 3.84 -0.30 -0.47
C 2.93 0.47 -0.44
C 0.63 -2.19 0.11
C -0.35 -1.51 -0.78
C -0.63 -0.24 -0.01
C -1.06 0.95 -0.92
C -1.67 -0.46 1.12
C 1.87 1.16 0.02
N 1.18 -1.19 0.90
N 0.55 0.03 0.85
O 0.94 -3.34 0.13
H 4.78 -0.82 -0.72
H 0.03 -1.19 -1.79
H -1.25 -2.02 -0.84
H -1.54 1.82 -0.50
H -1.79 0.53 -1.48
H -0.33 1.13 -1.64
H -1.42 0.22 1.95
H -1.67 -1.47 1.42
H -2.78 -0.31 0.81
H 1.24 1.82 -0.60
H 2.08 1.66 1.02
H 1.76 -1.55 1.73

As for the charge: 0. The gap between HOMO and LUMO is 8.9 eV. As for the HOMO energy: -8.248 eV.

<x>
This record from OMol25 describes a 2-piece molecular cluster, C8H12N2O overall. The level of theory is the ωB97M-V functional and the def2-TZVPD basis.

Positions of all 23 atoms, in Å:
C 2.17 0.76 1.01
N 0.84 1.27 1.46
C -0.16 0.46 1.89
C -1.41 1.32 2.24
O -0.15 -0.73 1.84
H 1.87 -0.32 0.82
H 2.41 1.26 0.08
H 2.94 0.77 1.73
H 0.72 2.29 1.56
H -1.23 2.41 2.30
H -1.71 1.05 3.20
H -2.38 1.21 1.58
C 0.67 -0.58 -1.47
C -0.02 -0.02 -2.57
C -1.29 -0.49 -2.80
N -1.74 -1.68 -2.14
C -1.00 -2.23 -1.22
C 0.27 -1.79 -0.82
H 1.66 -0.22 -1.18
H 0.29 0.95 -3.06
H -2.00 -0.25 -3.50
H -1.68 -3.12 -0.96
H 0.93 -2.31 0.01

As for the charge: 0. The gap between HOMO and LUMO is 10.0 eV. As for the SMILES: CNC(C)=O.c1ccncc1. As for the HOMO energy: -9.284 eV.

Quick one: least stable of them? <w>

<w>
This record from OMol25 describes one molecule with the formula C4H5N3O2. The level of theory is the ωB97M-V functional and the def2-TZVPD basis.

Positions of all 14 atoms, in Å:
H -0.53 0.65 1.99
N 0.42 0.57 1.62
C 0.58 0.21 0.45
C 1.93 0.09 -0.16
C -0.58 -0.14 -0.53
C -1.01 -1.63 -0.17
N -1.30 -2.70 0.09
N -1.73 0.73 -0.31
O -2.06 1.45 -1.23
O -2.23 0.71 0.79
H 2.06 0.83 -0.95
H 2.06 -0.90 -0.61
H 2.68 0.24 0.60
H -0.28 -0.12 -1.58

As for the charge: 0. The gap between HOMO and LUMO is 10.0 eV. As for the SMILES: [H]/N=C(/C)[C@@H](C#N)[N+](=O)[O-]. As for the HOMO energy: -10.678 eV.

<x>
This record from OMol25 describes one molecule with the formula C4H5N3O2. The level of theory is the ωB97M-V functional and the def2-TZVPD basis.

Positions of all 14 atoms, in Å:
N -2.93 0.46 0.41
C -1.81 0.27 0.22
C -0.41 0.10 0.05
C 0.05 -1.34 -0.10
N 0.91 -1.71 0.86
O -0.35 -2.04 -1.00
C 0.25 1.18 -1.27
O 0.87 1.87 -0.20
N 0.48 0.98 0.87
H 1.28 -1.01 1.48
H 1.30 -2.64 0.84
H 0.93 0.63 -1.91
H -0.53 1.73 -1.79
H -0.03 1.53 1.56

As for the charge: 0. The gap between HOMO and LUMO is 10.1 eV. As for the SMILES: N#C[C@@]1(C(N)=O)CON1. As for the HOMO energy: -9.906 eV.

<y>
This record from OMol25 describes a 2-piece molecular cluster, C4H5N3O2 overall. The level of theory is the ωB97M-V functional and the def2-TZVPD basis.

Positions of all 14 atoms, in Å:
C 1.73 1.17 0.03
C 0.59 0.72 0.66
C 0.70 0.00 -1.34
C -1.33 -0.64 -0.09
N 1.83 0.69 -1.20
N -0.02 -0.09 -0.24
N -2.34 0.35 -0.36
O -2.03 1.49 -0.49
O -3.49 0.01 -0.27
H 2.56 1.92 0.47
H 0.06 0.78 1.60
H 0.33 -0.27 -2.38
H -1.68 -0.99 1.34
H -1.53 -1.49 -0.69

As for the charge: 0. The gap between HOMO and LUMO is 8.3 eV. As for the HOMO energy: -9.127 eV.

Quick one: least stable of them? <y>

<w>
This record from OMol25 describes one molecule with the formula C5H12N2S. The level of theory is the ωB97M-V functional and the def2-TZVPD basis.

Positions of all 20 atoms, in Å:
N 0.40 -0.85 -1.87
C -0.69 -1.30 -1.09
C -0.09 -1.35 0.32
N -1.12 -1.58 1.46
C -0.84 -0.13 1.91
C 0.49 -0.15 1.02
C 1.16 1.17 0.50
S 0.29 2.04 -0.83
H 0.79 -1.76 -1.99
H 0.18 -0.60 -2.90
H -0.99 -2.41 -1.19
H -1.54 -0.67 -1.17
H 0.67 -2.22 0.32
H -2.12 -1.65 1.12
H -0.60 -0.05 2.99
H -1.69 0.63 1.71
H 1.34 -0.48 1.61
H 2.07 1.03 -0.09
H 1.20 2.00 1.34
H 0.94 1.17 -1.69

As for the charge: 0. The gap between HOMO and LUMO is 9.3 eV. As for the SMILES: NC[C@@H]1NC[C@@H]1CS. As for the HOMO energy: -8.459 eV.

<x>
This record from OMol25 describes one molecule with the formula C5H12N2S. The level of theory is the ωB97M-V functional and the def2-TZVPD basis.

Positions of all 20 atoms, in Å:
C -1.90 -1.03 0.30
C -1.06 0.26 0.64
C -0.54 0.34 1.94
C -0.04 0.30 -0.46
C -0.08 1.58 -1.31
N 0.10 2.68 -0.43
N 0.87 -0.45 -0.84
S 1.31 -1.90 -0.05
H -2.72 -0.88 -0.59
H -1.21 -1.95 0.04
H -2.56 -1.16 1.24
H -1.64 1.14 0.42
H -0.06 -0.51 2.39
H -1.31 0.66 2.62
H 0.19 1.18 1.95
H 0.60 1.37 -2.19
H -1.14 1.76 -1.76
H 1.09 2.71 -0.19
H -0.17 3.52 -0.79
H 2.98 -1.72 -0.12

As for the charge: 0. The gap between HOMO and LUMO is 8.8 eV. As for the SMILES: CC(C)/C(CN)=N\S. As for the HOMO energy: -8.410 eV.

Quick one: least stable of them? <x>